No. 1
Molecular formula: C5H10O
Method: DFT, ωB97M-V with the def2-TZVPD basis set

Values from the calculation:
F_max (Eh/bohr): 0.0129
E_LUMO (eV): 1.0
2S+1: 1
ΔE to the lowest compared entry with this formula, charge and spin (kJ/mol): 127.4
SMILES: C[C@H]1C[C@]1(C)O
Frontier orbital gap (eV): 10.159

Geometry as XYZ:
```
16
C5H10O (ωB97M-V with the def2-TZVPD basis set)
C 1.43 -0.39 1.05
C 0.95 -0.02 -0.34
C 0.11 -1.10 -0.98
C -0.51 0.20 -0.56
C -1.41 0.62 0.59
O -0.81 0.91 -1.75
H 2.50 -0.64 1.05
H 1.27 0.40 1.79
H 0.90 -1.28 1.42
H 1.61 0.61 -0.95
H 0.04 -1.25 -2.05
H 0.17 -2.02 -0.41
H -2.47 0.39 0.42
H -1.30 1.71 0.68
H -1.09 0.19 1.54
H -1.38 1.65 -1.53
```

No. 2
Molecular formula: C5H10O
Method: DFT, ωB97M-V with the def2-TZVPD basis set

Values from the calculation:
F_max (Eh/bohr): 0.0061
E_LUMO (eV): 1.1
2S+1: 1
ΔE to the lowest compared entry with this formula, charge and spin (kJ/mol): 102.9
SMILES: C[C@@H](O)C1CC1
Frontier orbital gap (eV): 11.249

Geometry as XYZ:
```
16
C5H10O (ωB97M-V with the def2-TZVPD basis set)
C -2.08 -0.12 0.27
C -0.77 0.05 -0.48
O -0.83 1.29 -1.19
C 0.43 0.03 0.45
C 1.49 -1.02 0.27
C 1.80 0.41 -0.07
H -2.22 0.73 0.95
H -2.08 -1.05 0.85
H -2.93 -0.14 -0.42
H -0.68 -0.76 -1.22
H -0.02 1.75 -0.94
H 0.23 0.35 1.47
H 1.96 -1.46 1.15
H 1.36 -1.70 -0.56
H 1.91 0.67 -1.12
H 2.45 0.97 0.59
```

No. 3
Molecular formula: C5H10O
Method: DFT, ωB97M-V with the def2-TZVPD basis set

Values from the calculation:
F_max (Eh/bohr): 0.0500
E_LUMO (eV): 1.0
2S+1: 1
ΔE to the lowest compared entry with this formula, charge and spin (kJ/mol): 172.7
SMILES: CC[C@@H]1C[C@H]1O
Frontier orbital gap (eV): 10.507

Geometry as XYZ:
```
16
C5H10O (ωB97M-V with the def2-TZVPD basis set)
C -1.66 -1.08 -0.70
C -0.14 -0.74 -0.94
C 0.37 0.55 -0.32
C 1.79 0.55 0.23
C 0.62 0.58 1.18
H -2.03 -0.99 0.36
H -1.87 -2.11 -1.05
H -2.49 -0.44 -1.28
H -0.01 -0.70 -2.07
H 0.40 -1.58 -0.47
H -0.07 1.50 -0.66
H 2.27 -0.46 0.27
H 2.52 1.42 0.21
H 0.42 -0.38 1.68
H -0.55 2.06 1.79
O 0.41 1.83 1.78
```

No. 4
Molecular formula: C5H10O
Method: DFT, ωB97M-V with the def2-TZVPD basis set

Values from the calculation:
F_max (Eh/bohr): 0.0504
E_LUMO (eV): 0.9
2S+1: 1
ΔE to the lowest compared entry with this formula, charge and spin (kJ/mol): 297.6
SMILES: C=C1CCC1.O
Frontier orbital gap (eV): 9.210

Geometry as XYZ:
```
16
C5H10O (ωB97M-V with the def2-TZVPD basis set)
O 2.59 -0.50 -0.54
C 1.13 -0.49 0.99
C 0.15 -0.11 0.14
C -1.02 -0.92 -0.39
C -1.85 0.39 -0.35
C -0.60 1.21 0.07
H 3.10 0.30 -0.36
H 1.36 -1.54 1.19
H 1.68 0.22 1.59
H 1.63 -0.21 -0.75
H -1.34 -1.69 0.32
H -0.94 -1.38 -1.38
H -2.29 0.68 -1.31
H -2.64 0.39 0.41
H -0.67 1.70 1.05
H -0.28 1.96 -0.67
```

No. 5
Molecular formula: C5H10O
Method: DFT, ωB97M-V with the def2-TZVPD basis set

Values from the calculation:
F_max (Eh/bohr): 0.0288
E_LUMO (eV): 1.0
2S+1: 1
ΔE to the lowest compared entry with this formula, charge and spin (kJ/mol): 156.7
SMILES: CC/C=C\OC
Frontier orbital gap (eV): 9.551

Geometry as XYZ:
```
16
C5H10O (ωB97M-V with the def2-TZVPD basis set)
C 2.11 -0.31 0.03
C 0.70 -0.82 -0.22
C -0.07 0.10 -1.13
C -1.82 0.23 1.18
C -1.03 0.99 -0.93
O -1.85 1.18 0.12
H 2.05 0.66 0.53
H 2.70 -1.01 0.63
H 2.63 -0.17 -0.92
H 0.80 -1.80 -0.67
H 0.24 -0.96 0.74
H 0.30 0.14 -2.14
H -0.98 0.48 1.82
H -2.74 0.49 1.65
H -1.79 -0.89 1.03
H -1.26 1.70 -1.72
```

No. 6
Molecular formula: C5H10O
Method: DFT, ωB97M-V with the def2-TZVPD basis set

Values from the calculation:
F_max (Eh/bohr): 0.0060
E_LUMO (eV): -0.5
2S+1: 1
ΔE to the lowest compared entry with this formula, charge and spin (kJ/mol): 395.0
Frontier orbital gap (eV): 8.438

Geometry as XYZ:
```
16
C5H10O (ωB97M-V with the def2-TZVPD basis set)
C -2.43 -0.51 0.21
C -0.94 -0.50 0.54
C -0.06 -0.72 -0.62
C 1.81 1.83 -0.23
C 1.13 -1.49 -0.50
O 0.85 -2.69 -0.45
H -2.74 -1.51 -0.10
H -3.03 -0.22 1.08
H -2.66 0.18 -0.61
H -0.64 0.53 0.83
H -0.71 -1.15 1.39
H 1.17 1.33 -0.96
H 1.96 1.20 0.65
H 2.78 2.04 -0.69
H 1.34 2.77 0.07
H 2.15 -1.09 -0.61
```

No. 7
Molecular formula: C5H10O
Method: DFT, ωB97M-V with the def2-TZVPD basis set

Values from the calculation:
F_max (Eh/bohr): 0.0186
E_LUMO (alpha / beta) (eV): -1.1 / -0.5
2S+1: 1
ΔE to the lowest compared entry with this formula, charge and spin (kJ/mol): 335.1
Frontier orbital gap (alpha / beta) (eV): 6.736 / 8.122

Geometry as XYZ:
```
16
C5H10O (ωB97M-V with the def2-TZVPD basis set)
C 0.06 -0.14 -1.75
C 0.21 -0.34 -0.30
C 0.30 -1.73 0.24
C -0.85 1.32 1.20
C 0.48 0.85 0.55
O 1.14 1.72 -0.17
H 1.03 -0.28 -2.24
H -0.63 -0.87 -2.20
H -0.21 0.91 -1.94
H 1.30 -2.13 0.05
H -0.40 -2.40 -0.27
H 0.14 -1.75 1.32
H -1.55 1.65 0.43
H -1.34 0.55 1.82
H -0.61 2.17 1.83
H 1.08 0.41 1.40
```

No. 8
Molecular formula: C5H10O
Method: DFT, ωB97M-V with the def2-TZVPD basis set

Values from the calculation:
F_max (Eh/bohr): 0.0630
E_LUMO (eV): 1.0
2S+1: 1
ΔE to the lowest compared entry with this formula, charge and spin (kJ/mol): 76.7
SMILES: CC(=O)C(C)C
Frontier orbital gap (eV): 10.486

Geometry as XYZ:
```
16
C5H10O (ωB97M-V with the def2-TZVPD basis set)
C 0.92 1.16 0.64
C 0.48 0.03 -0.32
C 1.43 -1.12 -0.30
C -0.85 -0.33 0.22
C -2.19 0.19 -0.37
H 0.32 2.01 0.71
H 1.82 1.61 0.17
H 1.14 0.83 1.67
H 0.47 0.39 -1.31
H 1.32 -1.61 0.70
H 2.42 -0.72 -0.43
H 1.35 -2.02 -1.03
H -2.47 -0.53 -1.22
H -2.25 1.28 -0.69
H -2.96 0.03 0.45
O -0.95 -1.18 1.11
```

No. 9
Molecular formula: C5H10O
Method: DFT, ωB97M-V with the def2-TZVPD basis set

Values from the calculation:
F_max (Eh/bohr): 0.0080
E_LUMO (eV): 1.0
2S+1: 1
ΔE to the lowest compared entry with this formula, charge and spin (kJ/mol): 492.2
Frontier orbital gap (eV): 7.745

Geometry as XYZ:
```
16
C5H10O (ωB97M-V with the def2-TZVPD basis set)
C -1.77 0.81 -0.18
C -0.77 -0.08 0.52
C -0.35 -1.43 0.00
O 0.87 -1.27 0.95
C 0.72 0.25 0.61
C 1.59 0.58 -0.59
H -1.90 1.75 0.38
H -2.75 0.33 -0.21
H -1.51 1.09 -1.22
H 0.15 -1.09 1.71
H 0.14 -1.54 -0.98
H -0.91 -2.33 0.23
H 1.08 0.80 1.48
H 2.65 0.40 -0.39
H 1.46 1.66 -0.78
H 1.31 0.06 -1.51
```

No. 10
Molecular formula: C5H10O
Method: DFT, ωB97M-V with the def2-TZVPD basis set

Values from the calculation:
F_max (Eh/bohr): 0.0124
E_LUMO (eV): 1.0
2S+1: 1
ΔE to the lowest compared entry with this formula, charge and spin (kJ/mol): 288.7
Frontier orbital gap (eV): 9.263

Geometry as XYZ:
```
16
C5H10O (ωB97M-V with the def2-TZVPD basis set)
C 1.34 -0.44 1.33
C 0.46 0.13 0.22
C 0.11 -0.91 -0.89
C -1.27 -0.43 -1.25
C -0.79 0.72 0.96
O -1.08 0.68 -1.94
H 2.33 -0.76 0.99
H 1.47 0.32 2.11
H 0.84 -1.30 1.79
H 0.98 0.95 -0.29
H 0.79 -0.83 -1.75
H 0.11 -1.94 -0.52
H -1.60 1.17 0.38
H -0.40 1.52 1.60
H -1.27 -0.04 1.58
H -1.94 1.13 -2.01
```